{
  "formula": "C33H34N5O3S11Tc",
  "method": "ωB97M-V/def2-TZVPD",
  "elements": ["Tc", "S", "C", "S", "S", "S", "C", "S", "C", "N", "N", "C", "C", "C", "C", "C", "C", "S", "H", "H", "H", "H", "H", "C", "S", "C", "C", "S", "S", "C", "S", "S", "H", "H", "H", "C", "C", "C", "C", "C", "C", "N", "C", "C", "C", "C", "C", "C", "C", "O", "O", "C", "C", "H", "H", "H", "H", "H", "H", "H", "H", "H", "H", "H", "H", "H", "H", "C", "N", "C", "C", "O", "N", "C", "C", "H", "H", "H", "H", "H", "H", "H", "H", "H", "H", "H", "H"],
  "coordinates": [[0.339, 0.737, 1.829], [-1.554, -0.989, 5.542], [-0.889, -0.419, 4.180], [-1.649, -0.076, 2.648], [0.798, 0.001, 3.917], [-2.135, -5.877, 1.223], [-0.978, -4.714, 1.029], [-1.351, -3.022, 1.206], [0.309, -2.629, 0.897], [1.061, -3.654, 0.696], [0.351, -4.816, 0.771], [1.123, -5.997, 0.626], [0.579, -7.158, 0.099], [1.384, -8.279, -0.037], [2.717, -8.246, 0.342], [3.250, -7.071, 0.854], [2.460, -5.946, 0.996], [1.027, -1.051, 0.600], [-0.454, -7.186, -0.209], [0.957, -9.181, -0.451], [3.337, -9.124, 0.234], [4.291, -7.025, 1.144], [2.874, -5.027, 1.384], [0.150, -2.913, -2.539], [0.249, -2.322, -4.245], [1.659, -1.293, -4.136], [1.745, -0.127, -3.438], [0.600, 0.679, -2.463], [3.328, 0.629, -3.571], [4.142, -0.541, -4.540], [5.731, -0.402, -4.996], [3.110, -1.844, -4.950], [-0.758, -3.508, -2.456], [0.080, -2.048, -1.884], [1.013, -3.523, -2.281], [-5.869, 3.729, -2.937], [-4.718, 2.970, -2.340], [-4.228, 1.837, -2.975], [-3.148, 1.141, -2.459], [-2.578, 1.558, -1.271], [-3.059, 2.687, -0.623], [-2.424, 3.111, 0.573], [-3.007, 2.943, 1.820], [-4.355, 2.614, 1.957], [-4.930, 2.503, 3.210], [-4.188, 2.737, 4.359], [-2.851, 3.067, 4.229], [-2.250, 3.148, 2.980], [-0.784, 3.424, 2.974], [-0.284, 4.327, 3.593], [-0.002, 2.564, 2.297], [-4.117, 3.424, -1.161], [-4.584, 4.701, -0.523], [-6.270, 3.203, -3.802], [-5.564, 4.725, -3.263], [-6.676, 3.865, -2.216], [-4.689, 1.507, -3.897], [-2.738, 0.286, -2.975], [-1.737, 1.006, -0.852], [-1.418, 3.024, 0.568], [-4.944, 2.411, 1.074], [-5.971, 2.221, 3.285], [-4.638, 2.651, 5.338], [-2.238, 3.246, 5.102], [-3.943, 4.983, 0.307], [-5.605, 4.616, -0.147], [-4.579, 5.513, -1.252], [4.041, -0.173, 2.026], [4.190, 0.530, 0.766], [4.910, -0.215, -0.254], [3.258, 1.476, 0.452], [2.181, 1.529, 1.082], [3.550, 2.389, -0.486], [2.541, 3.329, -0.939], [4.901, 2.679, -0.918], [5.029, -0.513, 2.340], [3.379, -1.039, 1.937], [3.644, 0.498, 2.785], [4.559, -1.252, -0.253], [5.985, -0.207, -0.058], [4.720, 0.190, -1.244], [1.585, 3.089, -0.484], [2.430, 3.259, -2.020], [2.840, 4.339, -0.653], [5.621, 2.210, -0.253], [5.048, 3.761, -0.880], [5.077, 2.342, -1.941]],
  "forces_ev_per_angstrom": [[0.571, -0.531, 1.256], [0.041, 0.026, -0.054], [-0.175, -0.110, 0.143], [0.124, 0.038, -0.164], [-0.075, 0.128, -0.497], [-0.005, -0.011, 0.031], [-0.243, 0.001, 0.085], [0.014, 0.063, 0.015], [0.062, 0.090, -0.082], [0.001, 0.346, -0.038], [-0.092, 0.130, 0.042], [0.049, -0.217, -0.029], [-0.027, -0.070, -0.117], [0.043, -0.025, 0.000], [-0.056, 0.044, 0.013], [0.046, -0.061, -0.018], [0.113, -0.023, 0.094], [-0.330, 0.037, -0.142], [0.051, 0.011, 0.025], [0.002, -0.037, -0.012], [0.033, -0.044, -0.013], [0.040, -0.015, 0.012], [-0.020, -0.029, -0.006], [-0.009, 0.011, -0.023], [-0.009, 0.020, 0.002], [0.021, -0.009, 0.048], [-0.009, 0.017, 0.075], [-0.145, 0.086, -0.069], [0.012, 0.010, -0.036], [0.044, -0.007, -0.034], [-0.034, -0.011, 0.029], [0.053, 0.003, -0.021], [-0.056, -0.050, -0.002], [-0.006, 0.032, 0.029], [0.049, -0.009, -0.003], [-0.036, -0.015, -0.024], [0.020, 0.009, 0.015], [0.013, -0.019, 0.008], [0.018, 0.016, 0.017], [0.143, -0.163, 0.016], [-0.037, 0.024, -0.093], [0.276, -0.012, 0.032], [0.065, 0.037, 0.004], [-0.073, -0.074, 0.025], [0.057, 0.008, 0.050], [-0.052, 0.001, -0.025], [0.039, -0.006, -0.001], [-0.051, 0.035, 0.073], [0.251, 0.018, 0.352], [-0.073, -0.060, -0.019], [-0.361, 0.140, -0.836], [0.032, -0.009, -0.045], [0.019, 0.031, 0.020], [-0.010, -0.008, -0.022], [0.016, 0.061, -0.016], [-0.039, 0.006, 0.026], [-0.028, -0.016, -0.050], [0.047, -0.082, -0.040], [-0.117, 0.082, -0.053], [-0.112, -0.004, -0.038], [-0.025, 0.008, -0.034], [-0.075, -0.012, 0.013], [-0.014, -0.010, 0.026], [0.016, 0.001, 0.035], [0.017, 0.023, 0.015], [-0.058, -0.017, 0.034], [-0.009, 0.030, -0.016], [0.043, -0.006, 0.116], [-0.038, -0.003, -0.034], [0.041, -0.074, -0.116], [0.111, -0.292, 0.014], [-0.190, 0.460, 0.089], [0.033, -0.011, 0.057], [-0.184, -0.025, -0.020], [0.111, 0.018, -0.032], [-0.002, 0.000, 0.017], [0.037, 0.006, 0.034], [0.009, -0.026, -0.018], [0.013, 0.007, -0.011], [-0.010, -0.012, -0.023], [0.018, -0.026, 0.035], [0.067, 0.023, -0.055], [0.009, 0.036, -0.016], [-0.032, 0.047, 0.003], [-0.006, 0.026, -0.022], [0.008, -0.009, -0.010], [0.026, 0.004, 0.007]],
  "homo_energy_ev": [-4.53, -4.54],
  "de_lowest_kj_mol": 118.50,
  "charge": -1,
  "spin_multiplicity": 2,
  "s_squared": 0.77
}

{
  "formula": "C33H35BCaF6N2P",
  "method": "ωB97M-V/def2-TZVPD",
  "elements": ["Ca", "C", "C", "N", "C", "C", "C", "C", "N", "C", "C", "F", "C", "F", "C", "C", "F", "C", "F", "H", "H", "H", "H", "H", "H", "H", "H", "H", "H", "H", "H", "H", "H", "H", "C", "C", "C", "C", "C", "C", "C", "P", "C", "C", "C", "C", "C", "C", "C", "C", "C", "C", "C", "C", "C", "C", "H", "H", "H", "H", "H", "H", "H", "H", "H", "H", "H", "H", "H", "H", "H", "H", "H", "H", "H", "H", "F", "B", "F"],
  "coordinates": [[0.434, -0.237, 1.379], [-0.912, 3.114, -0.562], [-0.301, 3.482, 0.783], [-0.749, 2.604, 1.861], [-2.203, 2.544, 1.994], [-2.928, 3.883, 2.130], [-0.109, 2.932, 3.141], [0.278, 1.676, 3.921], [1.264, 0.932, 3.176], [2.331, 0.396, 3.755], [3.292, -0.213, 2.897], [3.039, -0.167, 1.548], [4.415, -0.863, 3.322], [5.239, -1.413, 2.406], [4.732, -0.962, 4.668], [3.830, -0.385, 5.542], [4.076, -0.470, 6.866], [2.684, 0.262, 5.132], [1.875, 0.739, 6.116], [-0.414, 3.659, -1.364], [-0.803, 2.042, -0.742], [-1.974, 3.347, -0.609], [0.788, 3.390, 0.729], [-0.514, 4.543, 1.005], [-2.604, 1.989, 1.145], [-2.415, 1.924, 2.869], [-2.821, 4.490, 1.233], [-3.993, 3.705, 2.279], [-2.565, 4.467, 2.976], [0.792, 3.523, 2.955], [-0.776, 3.549, 3.761], [0.598, 1.958, 4.924], [-0.640, 1.080, 4.056], [5.611, -1.478, 5.013], [0.015, -2.338, -4.385], [0.766, -1.044, -4.383], [1.504, -0.708, -5.514], [2.192, 0.489, -5.609], [2.147, 1.387, -4.557], [1.430, 1.060, -3.420], [0.739, -0.143, -3.306], [-0.094, -0.372, -1.684], [0.390, -2.101, -1.235], [1.766, -2.183, -0.991], [2.373, -3.344, -0.553], [1.586, -4.460, -0.324], [0.222, -4.390, -0.547], [-0.405, -3.230, -1.003], [-1.897, -3.266, -1.176], [-1.842, -0.126, -1.970], [-2.356, 0.223, -3.220], [-3.633, 0.731, -3.359], [-4.401, 0.929, -2.201], [-3.929, 0.578, -0.967], [-2.648, -0.023, -0.784], [-2.204, -0.436, 0.469], [-0.113, -2.697, -5.406], [-0.969, -2.216, -3.942], [0.540, -3.104, -3.815], [1.525, -1.403, -6.344], [2.755, 0.719, -6.504], [2.674, 2.331, -4.613], [1.410, 1.755, -2.584], [2.379, -1.299, -1.154], [3.437, -3.362, -0.359], [2.027, -5.371, 0.058], [-0.395, -5.257, -0.340], [-2.226, -4.294, -1.325], [-2.237, -2.662, -2.013], [-2.396, -2.874, -0.288], [-1.723, 0.129, -4.096], [-4.015, 1.004, -4.333], [-5.392, 1.363, -2.284], [-4.551, 0.725, -0.090], [-1.531, -1.284, 0.532], [-2.880, -0.355, 1.314], [1.556, -3.161, 2.945], [0.446, -2.548, 2.442], [-0.595, -3.414, 2.613]],
  "forces_ev_per_angstrom": [[-0.322, 0.981, -0.613], [0.087, -0.078, 0.123], [-0.068, 0.076, -0.126], [0.274, -0.030, 0.094], [-0.208, -0.174, -0.025], [0.089, -0.016, 0.024], [-0.056, -0.020, 0.131], [-0.221, 0.165, 0.053], [-0.058, 0.273, 0.026], [0.354, -0.314, 0.310], [0.041, -0.006, 0.147], [-0.173, -0.022, -0.016], [0.054, 0.021, 0.072], [-0.021, 0.015, -0.006], [-0.072, 0.020, -0.078], [0.066, -0.036, -0.134], [-0.056, 0.037, 0.012], [0.058, 0.036, -0.169], [-0.030, -0.006, -0.069], [0.022, 0.025, -0.035], [-0.024, 0.099, -0.030], [-0.080, 0.002, -0.020], [-0.013, -0.010, 0.006], [0.043, -0.047, 0.030], [0.030, 0.070, -0.004], [-0.005, 0.017, -0.014], [0.000, 0.045, -0.059], [-0.064, -0.021, 0.017], [0.006, 0.043, 0.039], [0.007, -0.079, -0.026], [0.067, 0.020, -0.017], [0.005, 0.106, -0.061], [0.016, -0.018, 0.054], [0.062, -0.030, 0.024], [-0.040, -0.115, 0.067], [0.005, 0.138, -0.008], [0.002, 0.019, -0.023], [0.040, 0.049, -0.024], [0.079, 0.090, -0.080], [0.060, 0.143, 0.168], [-0.028, -0.033, 0.071], [0.057, -0.223, 0.085], [-0.050, 0.084, -0.067], [0.131, 0.082, -0.064], [0.017, 0.004, 0.004], [-0.087, -0.015, -0.003], [0.086, -0.065, 0.034], [-0.057, -0.045, 0.011], [-0.052, -0.068, -0.068], [-0.045, -0.070, 0.044], [-0.011, 0.034, 0.001], [-0.019, 0.025, -0.105], [-0.032, 0.043, -0.128], [0.007, 0.004, 0.098], [-0.077, 0.100, -0.318], [0.525, -0.015, 0.436], [0.000, -0.032, -0.021], [-0.141, -0.029, 0.102], [0.013, -0.044, 0.061], [-0.001, -0.028, -0.032], [0.011, 0.009, -0.014], [0.006, 0.006, -0.013], [-0.020, -0.073, -0.063], [0.003, -0.014, 0.018], [0.005, 0.003, 0.005], [0.008, -0.039, 0.009], [0.004, -0.006, -0.006], [-0.018, -0.028, -0.019], [0.015, 0.024, -0.065], [0.003, -0.080, -0.061], [-0.011, 0.015, -0.002], [0.000, 0.004, -0.009], [-0.008, 0.004, -0.016], [-0.019, -0.020, 0.029], [-0.144, -0.194, -0.032], [0.013, -0.055, 0.003], [0.265, 0.027, 0.043], [-0.008, -0.699, 0.325], [-0.298, -0.058, -0.034]],
  "homo_energy_ev": -3.68,
  "de_lowest_kj_mol": 0.00,
  "charge": -1
}

{
  "formula": "C33H35BrF3N7O3PReS",
  "method": "ωB97M-V/def2-TZVPD",
  "elements": ["Re", "O", "C", "C", "C", "C", "C", "C", "C", "O", "N", "N", "C", "C", "Br", "C", "C", "C", "C", "C", "C", "C", "H", "H", "H", "H", "H", "H", "H", "H", "H", "H", "H", "H", "H", "H", "O", "N", "C", "C", "C", "C", "C", "S", "H", "H", "H", "H", "C", "N", "C", "N", "C", "N", "C", "P", "C", "C", "H", "H", "H", "H", "H", "H", "H", "H", "H", "H", "H", "H", "H", "F", "C", "F", "F", "C", "C", "C", "N", "C", "C", "H", "H", "H", "H"],
  "coordinates": [[1.230, -1.309, 1.269], [0.511, -2.888, -3.824], [1.576, -2.043, -3.954], [2.236, -1.833, -5.156], [3.320, -0.971, -5.198], [3.751, -0.317, -4.050], [3.087, -0.531, -2.854], [1.995, -1.390, -2.796], [1.261, -1.670, -1.519], [1.586, -0.733, -0.507], [1.606, -3.050, -1.000], [2.086, -2.929, 0.285], [3.107, -3.587, 0.716], [3.797, -3.199, 1.911], [3.542, -1.312, 2.314], [4.714, -3.885, 2.617], [4.989, -5.300, 2.485], [4.023, -6.222, 2.056], [4.357, -7.555, 1.909], [5.650, -7.982, 2.190], [6.607, -7.081, 2.644], [6.276, -5.750, 2.808], [0.295, -3.285, -4.676], [1.904, -2.343, -6.053], [3.833, -0.811, -6.136], [4.598, 0.352, -4.091], [3.411, -0.023, -1.955], [0.179, -1.648, -1.666], [2.297, -3.480, -1.610], [3.537, -4.392, 0.123], [5.318, -3.340, 3.335], [2.998, -5.906, 1.905], [3.608, -8.271, 1.599], [5.907, -9.026, 2.079], [7.605, -7.423, 2.880], [7.016, -5.047, 3.170], [-0.711, -1.531, 0.899], [-1.280, -2.696, 1.291], [-2.387, -3.100, 0.638], [-3.040, -4.228, 1.057], [-2.550, -4.930, 2.160], [-1.418, -4.486, 2.811], [-0.769, -3.341, 2.360], [0.641, -2.643, 3.106], [-2.677, -2.486, -0.201], [-3.920, -4.557, 0.525], [-3.056, -5.821, 2.505], [-1.015, -5.006, 3.668], [-5.291, 5.787, -2.965], [-5.934, 5.419, -1.616], [-5.637, 6.561, -0.627], [-4.242, 6.789, -0.533], [-3.687, 7.115, -1.845], [-3.905, 6.037, -2.808], [-3.138, 4.831, -2.483], [-3.570, 4.089, -0.829], [-5.418, 4.105, -1.105], [-3.521, 5.695, 0.123], [-5.812, 6.679, -3.313], [-5.480, 4.957, -3.645], [-6.945, 5.356, -1.745], [-6.067, 6.272, 0.331], [-6.152, 7.438, -1.020], [-2.619, 7.301, -1.748], [-4.165, 8.021, -2.217], [-2.076, 5.082, -2.487], [-3.288, 4.086, -3.267], [-5.935, 3.886, -0.171], [-5.693, 3.338, -1.830], [-2.484, 5.995, 0.259], [-3.929, 5.540, 1.124], [0.807, 5.604, 2.378], [-0.172, 4.785, 2.751], [-0.428, 4.968, 4.039], [-1.278, 5.133, 2.057], [0.163, 3.345, 2.439], [0.904, 3.045, 1.310], [1.154, 1.723, 1.014], [0.709, 0.722, 1.792], [-0.006, 1.019, 2.888], [-0.301, 2.319, 3.244], [1.296, 3.822, 0.669], [1.719, 1.439, 0.138], [-0.343, 0.187, 3.491], [-0.872, 2.517, 4.140]],
  "forces_ev_per_angstrom": [[-0.167, 0.016, 0.011], [0.003, -0.004, 0.000], [-0.013, 0.008, -0.008], [0.002, 0.002, -0.001], [-0.001, -0.005, -0.006], [0.002, 0.004, 0.002], [0.011, -0.019, 0.009], [0.006, 0.002, -0.001], [0.058, -0.051, -0.003], [0.070, -0.052, 0.060], [-0.021, 0.053, 0.040], [0.052, -0.072, -0.055], [-0.003, -0.045, -0.073], [0.012, 0.032, 0.069], [0.112, 0.040, -0.005], [-0.025, 0.011, 0.007], [0.012, -0.007, -0.002], [0.003, -0.002, -0.001], [-0.004, 0.003, -0.001], [0.005, -0.003, -0.001], [0.001, -0.004, 0.002], [-0.010, -0.002, 0.004], [0.000, 0.003, 0.000], [0.000, 0.001, 0.000], [-0.001, 0.000, 0.001], [-0.001, 0.000, 0.000], [-0.001, 0.001, -0.003], [-0.006, 0.003, -0.019], [-0.023, -0.028, -0.016], [-0.010, 0.018, -0.019], [0.000, 0.002, -0.005], [0.004, -0.005, 0.001], [0.000, 0.000, -0.001], [0.000, 0.000, 0.001], [-0.001, -0.001, 0.000], [-0.001, 0.001, -0.003], [0.044, 0.003, 0.096], [-0.010, -0.032, -0.003], [0.002, -0.007, 0.002], [0.000, -0.001, 0.006], [0.001, 0.004, -0.003], [-0.013, -0.002, -0.010], [0.003, 0.043, -0.028], [0.033, -0.075, 0.053], [0.001, 0.002, 0.002], [0.000, -0.002, 0.000], [-0.002, 0.001, 0.000], [0.000, 0.001, 0.000], [-0.004, -0.011, -0.009], [-0.008, -0.003, 0.004], [-0.005, -0.003, 0.001], [0.008, 0.000, 0.008], [0.003, -0.004, -0.002], [0.017, 0.003, -0.004], [-0.016, 0.009, -0.005], [-0.087, 0.177, 0.016], [0.000, -0.003, -0.004], [-0.076, -0.012, -0.049], [0.002, 0.000, 0.001], [0.000, 0.003, 0.000], [-0.001, -0.002, 0.001], [-0.003, -0.002, 0.002], [0.000, 0.004, 0.002], [0.003, 0.000, 0.000], [0.000, 0.005, 0.003], [0.000, 0.006, -0.001], [-0.001, 0.000, -0.002], [-0.001, 0.002, 0.001], [0.001, -0.003, 0.001], [0.026, 0.013, -0.054], [-0.018, -0.004, -0.016], [0.047, 0.033, 0.004], [-0.010, -0.031, -0.009], [-0.002, 0.006, 0.073], [-0.043, 0.018, 0.013], [0.021, 0.000, 0.039], [0.013, -0.010, -0.037], [0.017, 0.021, 0.023], [0.006, -0.054, -0.085], [-0.031, -0.019, -0.027], [0.001, 0.019, 0.018], [-0.004, 0.007, 0.001], [0.003, -0.001, 0.002], [0.015, -0.008, -0.009], [0.002, 0.006, 0.001]],
  "homo_energy_ev": [-14.62, -14.62],
  "de_lowest_kj_mol": 94.26,
  "charge": 3,
  "spin_multiplicity": 2,
  "s_squared": 0.76
}